## A
ORCA calculation (ωB97M-V with the def2-TZVPD basis set) on a single C7H12 molecule.

```
19
Properties=species:S:1:pos:R:3:lowdin_charge:R:1
C 0.5847 3.0665 0.7339 -0.110
C -1.0942 0.3679 -1.2140 -0.131
C 0.3940 -2.7328 0.5502 -0.123
C 0.1660 2.1214 -0.3013 -0.231
C -0.9457 -0.7901 -0.2708 -0.220
C -0.9456 1.5678 -0.7079 -0.024
C 0.4488 -1.4403 -0.2629 -0.260
H 0.8775 2.4198 1.5716 0.082
H 1.1950 -0.7619 0.1750 0.104
H 1.3542 -3.2581 0.5630 0.069
H 1.4711 3.5817 0.3685 0.070
H 0.9950 1.5391 -0.7058 0.104
H -1.0521 0.2530 -2.2932 0.113
H -1.1592 -0.4406 0.7463 0.119
H 0.7801 -1.6494 -1.2879 0.110
H -0.3595 -3.4088 0.1288 0.072
H 0.1064 -2.5282 1.5894 0.076
H -0.1805 3.7624 1.0632 0.073
H -1.6918 -1.5409 -0.5295 0.105
```

Its charge is 0. As for the structure (SMILES): CC=C=CCCC. The multiplicity is 1. Its HOMO-LUMO gap is 9.36 eV. The calculation puts the HOMO energy at -8.7 eV.

---

## B
ORCA calculation (ωB97M-V with the def2-TZVPD basis set) on a single C7H12 molecule.

```
19
Properties=species:S:1:pos:R:3:lowdin_charge:R:1
C -1.9125 -0.4712 1.2805 -0.113
C 1.6439 -1.2503 -1.9202 0.026
C -1.6646 0.6630 0.3144 -0.276
C 2.0932 0.4083 0.4901 0.049
C 0.8661 0.2715 -0.0798 -0.313
C -0.2466 1.2453 0.3131 -0.176
C 0.6836 -0.6926 -1.1593 -0.151
H 2.7131 -1.2768 -1.7604 0.055
H -2.9535 -0.8190 1.2931 0.074
H -1.8159 -0.1149 2.3237 0.075
H -1.1627 -1.2643 1.2845 0.075
H -0.3672 -0.8997 -1.3570 0.087
H 1.2444 -2.0478 -2.5480 0.053
H -0.1446 2.1511 -0.2790 0.117
H 2.8332 -0.3700 0.3274 0.051
H -0.0841 1.4934 1.3542 0.101
H 2.4712 1.4202 0.6611 0.075
H -1.6700 0.2291 -0.7047 0.078
H -2.5269 1.3248 0.1663 0.112
```

Its charge is 0. As for the structure (SMILES): C=CC(=C)CCC. The multiplicity is 1. Its HOMO-LUMO gap is 9.05 eV. The calculation puts the HOMO energy at -8.5 eV.

---

## C
ORCA calculation (ωB97M-V with the def2-TZVPD basis set) on a molecular structure, C7H12.

```
19
Properties=species:S:1:pos:R:3:lowdin_charge:R:1
C 0.1604 0.1347 1.8851 -0.072
C 0.2758 -2.2140 -0.3847 -0.117
C -1.3452 1.9815 -0.6188 -0.018
C 0.0140 1.6698 -0.6999 -0.207
C 0.9176 0.5730 0.6517 -0.129
C 0.2790 -0.9520 -1.3134 -0.224
C 0.5766 0.3175 -0.6532 -0.273
H 0.8133 2.4568 -0.8177 0.133
H -2.0978 1.1544 -0.5602 0.063
H -0.3508 -0.7807 1.7145 0.035
H 1.0403 -2.2205 0.4493 0.083
H -0.7229 -2.2132 0.2719 0.094
H 0.6490 0.2256 2.8935 0.093
H 0.1213 -3.0730 -1.0877 0.072
H -0.6416 0.8695 2.0088 0.080
H 0.8856 -1.2649 -2.2298 0.131
H -1.6911 2.9817 -0.6580 0.014
H 1.8370 1.1364 0.9097 0.128
H -0.7209 -0.7828 -1.7611 0.113
```

Its charge is 0. The multiplicity is 1. Its HOMO-LUMO gap is 7.00 eV. The calculation puts the HOMO energy at -6.8 eV.

---

## D
ORCA calculation (ωB97M-V with the def2-TZVPD basis set) on 2 unconnected molecules or ions with the total composition C7H12.

```
19
Properties=species:S:1:pos:R:3:lowdin_charge:R:1
C -1.6018 -0.2705 -0.8563 -0.158
C 1.1146 1.8257 -0.5526 -0.086
C -1.8807 -0.0864 0.6069 -0.104
C 1.0287 -1.5589 0.4386 -0.003
C -0.5701 -0.9107 -1.4241 -0.154
C 0.5301 -1.6603 -0.7975 -0.181
C 1.4583 1.7677 0.7289 -0.095
H -0.5497 -0.9237 -2.5136 0.095
H 0.6762 -0.8343 1.1648 0.036
H -2.3296 0.1682 -1.5385 0.095
H 1.5444 1.1465 -1.2844 0.051
H 0.3790 2.5360 -0.9216 0.055
H -1.1806 0.6396 1.0401 0.057
H -1.7703 -1.0230 1.1672 0.080
H -2.8937 0.2960 0.7658 0.069
H 1.0209 2.4266 1.4751 0.050
H 0.9939 -2.3909 -1.4612 0.091
H 2.1885 1.0442 1.0844 0.045
H 1.8522 -2.1987 0.7473 0.056
```

Its charge is 0. As for the structure (SMILES): C=C/C=C\C.C=C. The multiplicity is 1. Its HOMO-LUMO gap is 9.85 eV. The calculation puts the HOMO energy at -8.7 eV.

---

Which is less stable than every other structure shown? C is.